(1)
Here is a structure of composition C33H36BIrN12S3 from OMol25. Energies are from ωB97M-V/def2-TZVPD.

- Orbital gap: 6.3 eV
- E: -88700.2850 eV
- Strongest force on any atom: 0.76 eV/Å
- LUMO level: -6.030 eV

Geometry as ORCA input:
```
! RIJCOSX wB97M-V def2-TZVPD def2/J DEFGRID3
* xyz 2 1
Ir -0.4520 -0.6102 0.2358
C 4.3241 1.0496 -1.4273
N 3.5019 2.1401 -0.9112
C 3.8842 3.4614 -0.8928
C 2.8647 4.1641 -0.3801
N 1.8430 3.2672 -0.0868
C 2.2518 2.0049 -0.4239
S 1.5499 0.4178 -0.5410
C 0.6704 3.7254 0.6078
C 0.0423 4.8651 0.1316
C -0.9897 5.3867 0.8932
C -1.3354 4.7494 2.0721
C -0.6545 3.5968 2.4266
N 0.3412 3.0863 1.7035
H 5.2810 1.4657 -1.7270
H 3.8393 0.5884 -2.2849
H 4.4712 0.2995 -0.6537
H 4.8484 3.7791 -1.2468
H 2.7729 5.2110 -0.1551
H 0.3452 5.3222 -0.8007
H -1.5152 6.2741 0.5651
H -2.1170 5.1386 2.7100
H -0.8977 3.0641 3.3380
C -0.1993 -4.5559 -2.0418
N -0.4010 -4.6909 -0.6054
C -1.0598 -5.7391 -0.0124
C -0.9876 -5.5337 1.3219
N -0.2868 -4.3711 1.5473
B -0.1124 -3.8867 3.0478
N 1.0323 -2.8484 3.1653
C 2.3158 -3.1598 3.5066
C 3.0259 -2.0078 3.5742
N 2.1618 -0.9915 3.2708
C 2.5140 0.4130 3.2588
C 0.9450 -1.5203 3.0161
S -0.4934 -0.6505 2.5232
C 0.0637 -3.8642 0.3605
S 1.0254 -2.4494 -0.0011
H -1.1074 -4.8656 -2.5533
H 0.6329 -5.1784 -2.3657
H 0.0219 -3.5187 -2.2723
H -1.4900 -6.5415 -0.5854
H -1.3509 -6.1307 2.1398
H 0.1876 -4.8515 3.6914
H -1.1461 -3.3909 3.4116
H 2.6198 -4.1757 3.6844
H 4.0547 -1.8250 3.8278
H 3.5971 0.4899 3.3158
H 2.0714 0.9165 4.1156
H 2.1466 0.8712 2.3538
C -4.7550 -3.9398 1.3865
N -3.8110 -3.1193 0.6315
C -3.8694 -2.8310 -0.7086
C -2.7832 -2.0628 -0.9833
N -2.0592 -1.8975 0.1785
C -2.7197 -2.5302 1.1359
H -5.5163 -4.3071 0.7050
H -5.2289 -3.3468 2.1649
H -4.2353 -4.7851 1.8319
H -4.6628 -3.1918 -1.3391
H -2.4602 -1.6514 -1.9248
H -2.4061 -2.6092 2.1644
N -5.7173 4.3900 0.6099
C -6.3491 5.5101 0.1112
C -7.4106 6.2791 0.5847
C -7.7659 7.3647 -0.1842
C -7.0972 7.6792 -1.3845
C -6.0510 6.9164 -1.8464
C -5.6687 5.8123 -1.0770
N -4.6564 4.8991 -1.2866
C -4.7200 4.0739 -0.2762
C -3.7849 2.9674 -0.1092
C -3.8066 2.0876 0.9691
C -2.8329 1.1162 1.0757
N -1.8624 0.9611 0.1683
C -1.8600 1.7852 -0.8962
C -2.7856 2.7844 -1.0674
H -5.9692 3.8990 1.4489
H -7.9342 6.0392 1.5003
H -8.5820 7.9962 0.1398
H -7.4229 8.5406 -1.9510
H -5.5399 7.1466 -2.7709
H -4.5575 2.1485 1.7451
H -2.8325 0.4310 1.9134
H -1.0666 1.6298 -1.6167
H -2.7484 3.4350 -1.9296
*
```



(2)
Here is a cluster of 2 separate species, C33H36BNO2S in total from OMol25. Energies are from ωB97M-V/def2-TZVPD.

- Orbital gap: 2.6 eV
- E: -51899.9604 eV
- Strongest force on any atom: 3.08 eV/Å
- LUMO level: -3.377 eV

Geometry as ORCA input:
```
! RIJCOSX wB97M-V def2-TZVPD def2/J DEFGRID3
* xyz 0 1
C 4.5437 3.9673 3.9011
N 3.2559 3.3569 3.6077
C 2.1811 3.9994 3.0447
C 1.0526 3.1319 3.0250
C -0.2013 3.3662 2.4669
C -1.4241 2.7496 2.9650
C -1.7794 1.4406 2.5652
C -2.9693 0.8386 2.9735
C -3.8508 1.5178 3.8191
C -3.4836 2.7844 4.3005
C -2.3212 3.4050 3.8578
C 1.5010 1.9059 3.7089
C 0.8740 0.7635 4.1783
C 1.6672 -0.2657 4.7056
C 3.0679 -0.1727 4.7567
C 3.7193 1.0188 4.3813
C 2.8987 2.0441 3.9325
H 5.3010 3.1815 3.9585
H 4.8037 4.6583 3.0956
H 4.5365 4.5377 4.8451
H 2.2525 5.0111 2.6849
H -0.2760 4.2173 1.7815
H -1.0831 0.8994 1.9184
H -3.2552 -0.1391 2.5788
H -4.8081 1.0764 4.0922
H -4.1307 3.3075 5.0071
H -2.0383 4.3953 4.2262
H -0.2143 0.7216 4.1689
H 1.1687 -1.1452 5.1195
H 3.6618 -1.0323 5.0758
H 4.8073 1.1197 4.3930
C -0.6736 0.4202 -7.3082
C -0.4670 0.4075 -5.8425
C 0.3236 1.2414 -5.0839
C 0.3623 0.9083 -3.6850
C -0.4425 -0.1716 -3.3816
B -0.4924 -1.2867 -2.1460
C -1.8483 -0.8889 -1.2919
C -1.8891 0.2755 -0.5379
C -3.1182 0.6858 -0.0077
C -4.2626 -0.0937 -0.1488
C -4.2089 -1.2628 -0.9089
C -2.9993 -1.6302 -1.5090
O -0.7782 -2.4934 -2.8927
C 0.3598 -3.3235 -2.8636
C -0.2276 -4.7309 -2.8110
C 1.1779 -3.0971 -4.1260
C 1.1257 -2.7793 -1.5393
C 0.6540 -3.4661 -0.2627
C 2.6422 -2.8028 -1.6349
O 0.7380 -1.4063 -1.4466
S -1.3135 -0.6654 -4.8134
H -0.1755 1.2968 -7.7297
H -0.2773 -0.4846 -7.7811
H -1.7385 0.4991 -7.5414
H 0.8457 2.0819 -5.5344
H 0.9498 1.4517 -2.9574
H -0.9912 0.8674 -0.3843
H -3.1889 1.6425 0.5092
H -5.1907 0.1992 0.3395
H -5.0944 -1.8570 -1.0990
H -2.9808 -2.4876 -2.1786
H 0.5550 -5.4850 -2.6913
H -0.9598 -4.8198 -1.9994
H -0.7580 -4.9329 -3.7511
H 1.9864 -3.8381 -4.1601
H 0.5762 -3.2233 -5.0345
H 1.6048 -2.0860 -4.1351
H 1.2646 -4.3510 -0.0725
H 0.7674 -2.7842 0.5885
H -0.3956 -3.7712 -0.3238
H 3.0248 -3.8219 -1.5120
H 2.9943 -2.4255 -2.6010
H 3.0619 -2.1713 -0.8441
*
```



no.,molecular weight (u)
1,899.97
2,521.53